# 1
# C23H14BrN5O2OsS4

A structure of composition C23H14BrN5O2OsS4 (wB97M-V/def2-TZVPD, the Open Molecules 2025 dataset).

The frontier orbital gap comes out at 6.16 eV. The total energy comes out at -5566.57943 Eh. As for the HOMO energy: -8.1842 eV.

The geometry in ORCA input format:
```
! wB97M-V def2-TZVPD RIJCOSX def2/J DEFGRID3
* xyz 0 1
Os -0.829 0.744 -0.566
Br 1.318 -0.746 -0.083
C 1.327 -1.537 -1.817
C 2.132 -2.611 -2.032
C 2.225 -3.121 -3.345
C 1.560 -2.505 -4.363
C 0.737 -1.374 -4.133
C 0.095 -0.701 -5.198
C -0.666 0.398 -4.940
C -0.884 0.835 -3.614
C -0.323 0.205 -2.525
C 0.559 -0.889 -2.810
H 2.703 -3.051 -1.226
H 2.849 -3.984 -3.534
H 1.660 -2.867 -5.379
H 0.235 -1.062 -6.210
H -1.139 0.937 -5.752
H -1.533 1.690 -3.472
S -2.788 1.503 -1.034
C -2.672 3.174 -1.257
C -3.852 3.903 -1.601
N -4.811 4.470 -1.885
C -1.428 3.774 -1.100
S -0.094 2.831 -0.681
C -1.238 5.184 -1.251
N -1.084 6.315 -1.384
N 4.141 -1.111 4.873
C 2.959 -0.540 4.455
C 2.956 0.390 3.405
C 1.772 0.938 2.964
C 0.567 0.559 3.552
C 0.556 -0.353 4.596
C 1.744 -0.900 5.044
S -0.926 1.244 2.942
O -0.697 2.620 2.626
O -1.991 0.843 3.822
N -1.160 0.473 1.523
C -1.945 -0.623 1.377
S -3.039 -1.469 2.393
C -3.456 -2.476 1.040
C -2.782 -2.110 -0.069
N -1.904 -1.072 0.135
H 4.998 -0.657 4.613
H 4.153 -1.557 5.772
H 3.894 0.686 2.949
H 1.776 1.680 2.174
H -0.386 -0.628 5.051
H 1.737 -1.612 5.860
H -4.172 -3.274 1.142
H -2.855 -2.565 -1.044
*
```

Per-atom Mulliken charges, elementary charge units: 1.327 -0.139 1.132 -0.788 -0.571 -0.911 0.955 -0.795 -1.138 -0.220 0.181 0.181 0.425 0.382 0.377 0.381 0.388 0.265 -0.347 0.542 -0.159 -0.430 0.627 -0.317 -0.204 -0.424 -0.523 0.948 -0.707 -0.629 -0.038 -0.416 -0.633 1.001 -0.695 -0.739 -0.357 0.462 -0.029 -0.343 -0.839 -0.155 0.224 0.217 0.321 0.524 0.503 0.300 0.418 0.463

# 2
# C40H47N7O3RuS2SbSe

A structure of composition C40H47N7O3RuS2SbSe (wB97M-V/def2-TZVPD, the Open Molecules 2025 dataset).

The frontier orbital gap (spin up / spin down) comes out at 6.12 / 5.87 eV. The total energy comes out at -5694.31916 Eh. As for the HOMO energy (spin up / spin down): -5.5901 / -7.0241 eV. The calculation puts the relative energy (zero: lowest compared OMol25 entry of this formula, charge and spin) at 1.0836 eV. The expectation value of S² is 8.77.

The geometry in ORCA input format:
```
! wB97M-V def2-TZVPD RIJCOSX def2/J DEFGRID3
* xyz 0 6
Ru 0.454 0.949 0.779
N 0.619 -3.040 2.227
C 0.844 -1.712 2.244
O 1.685 -1.183 1.511
C 0.084 -0.907 3.263
C 0.066 0.589 2.958
H 1.017 -3.562 1.461
H -0.272 -3.366 2.564
H 0.568 -1.134 4.224
H -0.926 -1.316 3.346
H 0.916 1.065 3.466
H -0.842 0.981 3.435
C -3.911 -3.858 2.668
C -3.656 -2.420 2.327
C -4.324 -1.386 2.977
C -4.011 -0.104 2.572
N -3.118 0.165 1.629
C -2.495 -0.890 1.078
S -1.336 -0.585 -0.189
N -2.748 -2.174 1.392
H -4.976 -4.086 2.626
H -3.572 -4.076 3.683
H -3.377 -4.501 1.972
H -5.060 -1.576 3.744
H -4.502 0.752 3.023
C 1.475 -3.892 -4.283
C 0.552 -2.706 -4.389
C -0.325 -2.661 -5.473
C -1.229 -1.626 -5.633
C -1.272 -0.597 -4.705
C -0.403 -0.619 -3.628
C 0.507 -1.661 -3.463
Sb 1.676 -1.596 -1.684
C 3.676 -1.527 -2.415
C 3.913 -1.677 -3.775
C 5.200 -1.585 -4.283
C 6.254 -1.324 -3.424
C 6.014 -1.130 -2.073
C 4.728 -1.209 -1.546
C 4.503 -0.898 -0.094
C 1.243 -3.628 -1.084
C -0.133 -3.857 -1.046
C -0.647 -5.083 -0.656
C 0.222 -6.102 -0.297
C 1.589 -5.883 -0.344
C 2.127 -4.655 -0.729
C 3.624 -4.517 -0.755
H 1.816 -4.190 -5.274
H 0.957 -4.742 -3.833
H 2.356 -3.695 -3.674
H -0.290 -3.461 -6.203
H -1.897 -1.622 -6.484
H -1.975 0.217 -4.816
H -0.448 0.185 -2.902
H 3.088 -1.852 -4.454
H 5.373 -1.711 -5.343
H 7.264 -1.252 -3.807
H 6.837 -0.894 -1.410
H 5.449 -0.881 0.447
H 3.846 -1.615 0.395
H 4.021 0.074 0.026
H -0.821 -3.057 -1.289
H -1.718 -5.230 -0.625
H -0.160 -7.066 0.010
H 2.267 -6.686 -0.082
H 4.091 -5.499 -0.820
H 3.991 -4.044 0.157
H 3.967 -3.921 -1.599
C -1.762 5.096 -0.709
N -2.474 3.921 -0.254
C -3.847 4.073 0.176
C -1.926 2.702 -0.358
O -0.820 2.483 -0.842
H -2.179 5.470 -1.647
H -0.715 4.835 -0.852
H -1.846 5.881 0.046
H -4.508 4.283 -0.669
H -3.923 4.894 0.891
H -4.177 3.158 0.664
H -2.539 1.886 0.054
C 0.681 6.780 1.760
N -0.082 5.653 2.243
C 0.245 4.343 2.077
Se 1.646 3.624 1.145
N -0.710 3.613 2.687
C -1.670 4.435 3.239
C -2.835 4.170 3.939
C -3.593 5.262 4.333
C -3.197 6.570 4.044
C -2.024 6.835 3.350
C -1.272 5.742 2.954
H 1.543 6.392 1.220
H 1.018 7.392 2.596
H 0.071 7.386 1.088
H -0.665 2.593 2.667
H -3.136 3.157 4.165
H -4.511 5.099 4.878
H -3.816 7.395 4.369
H -1.717 7.847 3.129
O 2.235 1.152 -3.272
S 2.129 1.763 -1.952
N 1.937 0.862 -0.776
*
```

These are the Mulliken partial charges, in e, on atoms 1 to 99: 1.626 -0.283 0.340 -0.541 -0.580 -1.880 0.148 0.288 0.516 0.159 0.766 0.424 -1.489 0.892 -1.153 -0.026 0.065 -0.585 -0.343 -0.128 0.442 0.319 0.226 0.437 0.431 -1.577 1.307 -0.742 -0.691 -0.987 -0.857 0.976 -0.244 1.319 -0.856 -0.963 -0.727 -0.805 0.833 -1.411 1.593 -0.682 -1.039 -0.847 -0.783 1.381 -1.277 0.512 0.421 0.032 0.450 0.380 0.458 0.301 0.343 0.455 0.383 0.420 0.480 0.055 0.190 0.262 0.487 0.344 0.378 0.507 0.215 0.096 -0.993 0.401 -0.818 0.587 -0.503 0.356 0.237 0.317 0.302 0.282 0.158 -0.145 -0.972 0.373 -0.396 -0.168 0.602 0.552 -0.576 -0.603 -0.623 -0.636 0.104 0.247 0.350 0.353 -0.372 0.465 0.419 0.397 0.461

# 3
# C39H50N2O5P2PtS3Si2

A structure of composition C39H50N2O5P2PtS3Si2 in a non-equilibrium geometry (wB97M-V/def2-TZVPD, the Open Molecules 2025 dataset).

The frontier orbital gap (spin up / spin down) comes out at 7.77 / 5.28 eV. The total energy comes out at -4577.39861 Eh. As for the HOMO energy (spin up / spin down): -7.3398 / -8.3012 eV. The calculation puts the relative energy (zero: lowest compared OMol25 entry of this formula, charge and spin) at 1.3374 eV. The expectation value of S² is 6.02.

The geometry in ORCA input format:
```
! wB97M-V def2-TZVPD RIJCOSX def2/J DEFGRID3
* xyz 0 5
Pt -1.370 -0.280 -0.255
C 1.088 -1.985 -3.691
Si 0.617 -2.909 -2.097
C 2.084 -4.054 -1.709
C -0.933 -3.935 -2.360
N 0.362 -1.886 -0.715
P 1.262 -1.381 0.497
C 0.300 0.001 0.941
P 0.076 1.262 2.152
N -1.262 2.010 1.729
Si -2.168 3.282 2.483
C -3.997 2.851 2.585
C -1.592 3.712 4.246
C -1.931 4.808 1.384
C 0.079 0.565 3.830
C -1.131 0.154 4.382
C -1.160 -0.359 5.669
C 0.015 -0.474 6.399
C 1.225 -0.084 5.840
C 1.260 0.433 4.555
C 1.489 2.410 2.150
C 1.548 3.388 3.141
C 2.546 4.347 3.106
C 3.477 4.347 2.075
C 3.425 3.369 1.094
C 2.432 2.402 1.129
C 2.917 -0.854 -0.013
C 2.956 -0.202 -1.247
C 4.158 0.271 -1.744
C 5.324 0.091 -1.010
C 5.280 -0.525 0.232
C 4.076 -0.986 0.745
C 1.425 -2.633 1.795
C 2.407 -3.618 1.730
C 2.407 -4.647 2.658
C 1.425 -4.703 3.637
C 0.436 -3.732 3.691
C 0.433 -2.696 2.770
H 0.417 -2.260 -4.508
H 2.109 -2.227 -3.995
H 1.016 -0.907 -3.571
H 2.257 -4.732 -2.547
H 1.895 -4.663 -0.823
H 3.003 -3.484 -1.543
H -0.975 -4.342 -3.373
H -1.816 -3.320 -2.204
H -0.977 -4.767 -1.654
H -4.198 2.152 3.402
H -4.321 2.384 1.660
H -4.600 3.747 2.744
H -1.178 2.847 4.766
H -2.429 4.083 4.841
H -0.833 4.498 4.230
H -2.369 4.639 0.398
H -0.874 5.042 1.244
H -2.422 5.680 1.822
H -2.035 0.238 3.792
H -2.101 -0.667 6.105
H -0.008 -0.870 7.406
H 2.140 -0.182 6.410
H 2.198 0.741 4.110
H 0.816 3.388 3.938
H 2.600 5.097 3.885
H 4.243 5.111 2.039
H 4.156 3.362 0.296
H 2.398 1.626 0.375
H 2.029 -0.089 -1.799
H 4.190 0.779 -2.700
H 6.270 0.439 -1.406
H 6.192 -0.648 0.803
H 4.040 -1.442 1.726
H 3.157 -3.584 0.950
H 3.173 -5.411 2.614
H 1.427 -5.514 4.354
H -0.338 -3.783 4.446
H -0.339 -1.936 2.792
O -3.538 0.565 -0.715
S -3.894 -0.851 -0.469
O -3.089 -1.704 -1.351
O -5.299 -1.115 -0.455
S -3.072 -1.218 1.393
O -0.007 2.803 -1.151
H -0.585 2.562 -0.402
H 0.695 2.146 -1.155
C -3.570 -2.021 -7.909
C -2.915 -1.208 -6.827
C -3.275 -1.402 -5.494
C -2.695 -0.659 -4.480
C -1.753 0.304 -4.805
C -1.370 0.506 -6.120
C -1.949 -0.253 -7.127
S -0.961 1.308 -3.534
C -2.425 2.275 -3.089
O -0.653 0.360 -2.403
H -4.653 -2.005 -7.787
H -3.248 -3.062 -7.854
H -3.328 -1.637 -8.898
H -4.017 -2.152 -5.245
H -2.963 -0.834 -3.447
H -0.625 1.258 -6.349
H -1.636 -0.113 -8.155
H -3.041 1.669 -2.432
H -2.961 2.537 -3.998
H -2.072 3.161 -2.569
*
```

These are the Mulliken partial charges, in e, on atoms 1 to 99: 2.140 -0.785 0.261 -1.121 -0.907 0.121 2.125 -1.205 1.719 0.158 0.183 -1.037 -1.040 -1.166 0.202 -0.006 -0.968 -0.638 -0.760 -0.367 -0.202 -0.393 -0.876 -0.814 -0.914 0.401 0.836 -0.558 -1.077 -0.691 -0.761 -0.700 0.337 -0.448 -0.917 -0.718 -0.758 -0.540 0.392 0.402 -0.066 0.484 0.302 0.214 0.346 0.107 0.290 0.274 0.208 0.362 0.295 0.485 0.333 0.242 0.321 0.383 0.391 0.446 0.396 0.424 0.490 0.490 0.454 0.380 0.507 -0.055 0.372 0.474 0.404 0.421 0.485 0.618 0.443 0.397 0.492 0.336 -0.742 0.902 -0.665 -0.665 -0.102 -0.686 0.121 0.314 -1.433 0.942 -0.840 -0.158 0.621 -0.763 -0.787 0.183 -0.745 -0.803 0.357 0.299 0.377 0.448 0.352

# 4
# C32H41CoN3O

A structure of composition C32H41CoN3O in a non-equilibrium geometry (wB97M-V/def2-TZVPD, the Open Molecules 2025 dataset).

The frontier orbital gap (spin up / spin down) comes out at 3.16 / 3.53 eV. The total energy comes out at -2865.95225 Eh. As for the HOMO energy (spin up / spin down): 1.1646 / 0.8000 eV. The expectation value of S² is 3.79.

The geometry in ORCA input format:
```
! wB97M-V def2-TZVPD RIJCOSX def2/J DEFGRID3
* xyz -2 4
Co -0.118 0.397 -0.734
N 0.706 1.649 4.325
N 1.298 2.768 -1.819
C -1.144 -1.328 -1.038
C -2.035 -0.474 -0.304
C -1.562 -0.431 1.040
C -2.361 0.103 2.117
H -3.206 0.716 1.787
H -1.567 1.014 3.179
H -2.665 -0.652 2.863
C -0.323 -1.113 1.129
C 0.374 -1.449 2.386
H -0.314 -1.931 3.098
H 0.758 -0.542 2.869
H 1.206 -2.139 2.205
C -0.027 -1.646 -0.165
C 1.014 -2.646 -0.473
H 1.899 -2.451 0.139
H 1.313 -2.577 -1.523
H 0.685 -3.681 -0.289
C -3.408 -0.072 -0.701
H -4.160 -0.860 -0.523
H -3.434 0.199 -1.760
H -3.713 0.801 -0.118
C -1.515 -2.019 -2.282
H -0.627 -2.215 -2.881
H -2.169 -1.370 -2.870
H -2.040 -2.972 -2.121
C 1.705 2.282 4.930
H 1.726 2.212 6.027
C 2.703 2.980 4.244
H 3.540 3.409 4.808
C 2.575 3.058 2.847
H 3.383 3.489 2.263
C 1.398 2.597 2.241
H 1.224 2.630 1.168
C 0.381 1.943 3.022
C -0.907 1.616 2.518
H -1.331 2.237 1.725
C 0.681 1.599 -2.073
C 0.697 3.750 -2.605
H 0.851 4.833 -2.498
C -0.091 3.154 -3.532
H -0.669 3.569 -4.332
N -0.045 1.782 -3.261
C -0.422 0.723 -4.086
C -1.574 0.866 -4.877
C -1.655 0.054 -6.004
H -2.478 0.222 -6.704
C -0.681 -0.931 -6.249
C -0.745 -1.761 -7.489
H -0.251 -2.727 -7.330
H -0.242 -1.266 -8.334
H -1.790 -1.929 -7.775
C 0.379 -1.131 -5.349
H 1.143 -1.894 -5.505
C 0.502 -0.325 -4.216
C 1.615 -0.530 -3.245
H 2.409 0.228 -3.297
H 2.068 -1.501 -3.455
H 1.264 -0.565 -2.188
C -2.664 1.829 -4.534
H -2.384 2.873 -4.702
H -3.031 1.753 -3.499
H -3.510 1.615 -5.198
C 4.940 0.021 0.208
C 5.019 0.206 1.732
C 3.630 -0.255 2.161
O 2.700 0.121 1.126
C 3.448 0.184 -0.106
H 5.562 0.717 -0.362
H 5.238 -1.005 -0.047
H 5.158 1.269 1.976
H 5.819 -0.370 2.205
H 3.295 0.167 3.115
H 3.623 -1.355 2.247
H 3.214 1.131 -0.616
H 3.093 -0.636 -0.756
*
```

Per-atom Mulliken charges, elementary charge units: -0.191 -0.556 -0.414 0.179 0.911 1.647 -1.729 0.270 0.145 0.363 0.455 -1.589 0.252 -0.176 0.431 0.560 -1.229 0.330 0.245 0.208 -1.759 0.161 0.357 0.441 -1.413 0.284 0.309 0.256 -0.269 0.324 -0.629 0.261 -0.260 0.434 -0.203 0.311 0.416 -1.047 0.368 -0.493 -1.358 0.343 0.141 0.393 0.746 0.881 0.262 -1.125 0.342 0.948 -1.536 0.354 0.260 0.381 -0.916 0.269 1.228 -0.801 0.319 0.419 -0.661 -1.656 0.323 0.143 0.384 -0.852 -0.632 -0.689 -0.036 0.477 0.353 0.359 0.242 0.377 0.244 0.381 0.092 -0.361

# 5
# C4H12O4

A cluster of 3 separate species, C4H12O4 in total in a non-equilibrium geometry (wB97M-V/def2-TZVPD, the Open Molecules 2025 dataset).

The frontier orbital gap (spin up / spin down) comes out at 2.58 / 5.92 eV. The total energy comes out at -460.50964 Eh. As for the HOMO energy (spin up / spin down): 0.2318 / -3.1241 eV. The calculation puts the relative energy (zero: lowest compared OMol25 entry of this formula, charge and spin) at 0.8609 eV. The expectation value of S² is 0.75.

The geometry in ORCA input format:
```
! wB97M-V def2-TZVPD RIJCOSX def2/J DEFGRID3
* xyz -1 2
O 2.122 -1.725 -2.116
C 2.494 -1.476 -0.929
C 1.805 -0.342 -0.151
C 0.402 -0.557 0.378
C 0.186 -1.450 1.644
O -0.231 0.647 0.745
H 3.068 -2.135 -0.260
H 1.754 0.504 -0.868
H 2.456 -0.036 0.682
H -0.254 -1.079 -0.365
H -0.073 -0.848 2.512
H 1.001 -2.167 1.813
H -0.681 -2.099 1.485
H -0.412 1.315 0.066
H -2.276 1.506 0.508
H -2.880 2.906 0.700
O -2.889 2.138 0.115
H -2.163 2.154 -1.492
H -1.744 0.900 -2.183
O -1.686 1.844 -2.284
*
```

Per-atom Mulliken charges, elementary charge units: -0.725 -0.416 -0.823 0.584 -1.293 -0.608 0.309 0.346 0.190 0.099 0.314 0.422 0.256 0.321 0.387 0.327 -0.704 0.398 0.301 -0.685

# 6
# C3H2ClN3O

An isolated molecule of C3H2ClN3O in a non-equilibrium geometry (wB97M-V/def2-TZVPD, the Open Molecules 2025 dataset).

The frontier orbital gap comes out at 10.61 eV. The total energy comes out at -815.20014 Eh. As for the HOMO energy: -10.1870 eV. The calculation puts the relative energy (zero: lowest compared OMol25 entry of this formula, charge and spin) at 0.0197 eV.

The geometry in ORCA input format:
```
! wB97M-V def2-TZVPD RIJCOSX def2/J DEFGRID3
* xyz 0 1
H -2.001 1.249 -1.608
N -1.226 1.690 -1.075
C -0.564 0.788 -0.505
N -0.908 -0.601 -0.601
C -0.164 -1.423 0.016
O 0.916 -1.104 0.789
C 1.187 0.218 0.845
Cl 2.561 0.504 1.832
N 0.559 1.154 0.288
H -0.361 -2.474 0.019
*
```

Per-atom Mulliken charges, elementary charge units: 0.298 -0.588 0.522 -0.471 0.112 -0.336 0.590 -0.128 -0.416 0.417

What is the formula in the fifth record?
C4H12O4

The highest total energy belongs to which entry?
C4H12O4